## P
{"formula": "C6H35NO11", "method": "ωB97M-V/def2-TZVPD", "symbols": ["C", "C", "C", "C", "C", "C", "N", "H", "H", "H", "H", "H", "H", "H", "H", "H", "H", "H", "H", "H", "O", "H", "H", "O", "H", "H", "O", "H", "H", "O", "H", "H", "O", "H", "H", "O", "H", "H", "O", "H", "H", "O", "H", "H", "O", "H", "H", "O", "H", "H", "O", "H", "H"], "xyz": [[3.3319, -0.6025, -1.5498], [3.0585, -1.2007, -0.1519], [2.7004, -0.1585, 0.9032], [1.5426, 0.7463, 0.4123], [0.1869, 0.0376, 0.3697], [-0.8673, 0.5838, 0.9775], [-2.0970, -0.1156, 1.1448], [2.3323, -0.5438, -1.9979], [3.7452, 0.3951, -1.4678], [3.8274, -1.3327, -2.1867], [2.3133, -1.9930, -0.0923], [3.9690, -1.7583, 0.1045], [3.5446, 0.4892, 1.1587], [2.3519, -0.6259, 1.8297], [1.3578, 1.4684, 1.1947], [1.7893, 1.1933, -0.5503], [0.1678, -0.9879, 0.0245], [-0.7785, 1.5655, 1.3893], [-2.5279, -0.5384, 0.3316], [-2.7373, 0.5615, 1.5480], [1.1648, -0.8082, 3.4073], [0.2010, -0.6242, 3.3883], [1.3135, -1.7259, 3.1145], [0.8260, 3.2530, 2.2647], [1.3269, 2.4396, 2.3521], [0.4454, 3.5040, 3.0841], [-1.5034, -1.4180, 3.3781], [-1.2639, -2.3330, 3.4025], [-1.7062, -1.2575, 2.4053], [-2.0481, 3.4558, 1.2743], [-1.9237, 3.2057, 0.3455], [-1.1846, 3.4156, 1.6897], [-0.4910, -3.5278, 1.1134], [-1.2604, -3.8458, 1.5184], [-0.7250, -3.5396, 0.1413], [-1.0331, 0.2466, -2.8855], [-1.0533, 1.2498, -3.0134], [-0.5249, -0.1034, -3.6522], [0.8407, -2.1416, -3.0498], [1.6705, -2.6192, -3.1596], [1.0355, -1.4257, -2.4396], [-2.4368, -1.4525, -1.4072], [-1.8415, -0.9180, -1.9610], [-3.3072, -1.3989, -1.8138], [-0.8150, 2.9522, -3.1791], [0.0281, 3.0429, -3.6288], [-0.7425, 3.1921, -2.2307], [-0.8655, -3.7332, -1.5436], [-1.3890, -2.9852, -1.8722], [0.0048, -3.6454, -1.9128], [-0.3949, 3.7580, -0.6494], [0.0260, 3.0627, -0.1027], [-0.5417, 4.5754, -0.1605]], "charge": 0, "homo_energy_ha": -0.3058, "orbital_gap_ev": 8.51}


## Q
{"formula": "C6H35NO11", "method": "ωB97M-V/def2-TZVPD", "symbols": ["C", "C", "C", "C", "C", "C", "N", "H", "H", "H", "H", "H", "H", "H", "H", "H", "H", "H", "H", "H", "O", "H", "H", "O", "H", "H", "O", "H", "H", "O", "H", "H", "O", "H", "H", "O", "H", "H", "O", "H", "H", "O", "H", "H", "O", "H", "H", "O", "H", "H", "O", "H", "H"], "xyz": [[-0.2709, -2.8425, 2.5299], [-1.0222, -1.8929, 1.9940], [-1.2417, -0.5523, 2.5411], [-0.6482, -0.2990, 3.9458], [-1.7362, -2.2991, 0.6978], [-1.6403, -1.2716, -0.4618], [-0.1897, -1.0414, -0.6959], [-0.2072, -3.8692, 2.2190], [0.3028, -2.8287, 3.4473], [-2.2905, -0.2637, 2.5044], [-0.6541, 0.2169, 1.9816], [-0.9228, 0.6886, 4.3074], [-1.1532, -1.0434, 4.6051], [0.3351, -0.7040, 4.1880], [-2.7641, -2.5972, 0.9785], [-1.4802, -3.2637, 0.2187], [-2.1841, -0.3752, -0.1877], [-1.9124, -1.7040, -1.4406], [0.1402, -0.4628, 0.0788], [0.3513, -1.8710, -0.4712], [3.8574, -1.5246, 1.1149], [3.5290, -0.7888, 0.5816], [3.1136, -2.1197, 1.2479], [0.8957, 3.7872, -1.3688], [-0.0445, 3.9956, -1.2674], [1.0648, 4.0139, -2.2899], [2.1283, 0.3805, 2.4548], [1.9078, 0.9359, 1.6981], [3.0569, 0.1454, 2.3671], [-0.1860, 1.2008, -2.4730], [0.1162, 0.2674, -2.5147], [0.2434, 1.3595, -1.5882], [2.6540, 1.7249, -2.7855], [3.0315, 2.3839, -3.3814], [1.7669, 1.5245, -3.1187], [-2.7014, 1.2414, -1.8643], [-2.4612, 2.1599, -2.0595], [-1.8884, 0.7186, -1.9200], [2.6183, -2.3966, -1.5336], [2.8660, -3.1700, -1.0114], [2.8327, -1.6989, -0.9003], [-1.8092, 3.5378, -0.6854], [-2.1084, 4.4431, -0.5316], [-2.2784, 2.8430, -0.2033], [-3.1544, 1.4458, 0.6659], [-3.3243, 0.6990, 1.2359], [-3.5070, 1.4601, -0.2525], [1.5003, 1.3693, -0.3651], [0.9771, 1.9925, 0.1360], [2.0441, 1.7279, -1.0854], [0.4906, -1.6691, -3.8938], [1.2747, -1.8307, -4.4204], [0.6823, -1.8838, -2.9681]], "charge": 0, "homo_energy_ha": -0.3474, "orbital_gap_ev": 9.67}


How do the energies compare? Relative to the most stable structure, in kcal/mol: P 0.0; Q 23.9.


## P
{"formula": "C8H14O2", "method": "ωB97M-V/def2-TZVPD", "symbols": ["C", "C", "C", "C", "C", "C", "C", "O", "C", "H", "H", "H", "H", "H", "H", "H", "H", "H", "H", "H", "H", "O", "H", "H"], "xyz": [[-2.0080, 2.1948, 0.4643], [-1.5589, 0.7393, 0.4408], [-2.3225, -0.0810, -0.6005], [-1.7492, -1.4432, -0.7970], [-0.4877, -1.7796, -0.4463], [0.4146, -0.7897, 0.0877], [1.6615, -1.2244, 0.7275], [2.4091, -0.7895, -0.3076], [-0.0551, 0.6129, 0.2007], [-1.7791, 2.6887, -0.4923], [-3.0917, 2.2669, 0.6347], [-1.4985, 2.7497, 1.2648], [-1.7694, 0.2937, 1.4280], [-3.3851, -0.1664, -0.3299], [-2.3080, 0.4331, -1.5808], [-2.3915, -2.2048, -1.2455], [-0.0992, -2.7781, -0.6561], [1.6050, -0.5708, 1.6513], [1.6671, -2.3086, 0.9634], [0.2383, 1.0935, -0.7548], [0.5380, 1.1390, 0.9633], [5.4717, -0.2218, -0.8477], [5.8390, -0.1513, 0.0705], [4.6595, 0.2975, -0.8385]], "charge": 0, "homo_energy_ha": [-0.3346, -0.2996], "orbital_gap_ev": [8.49, 7.48]}


## Q
{"formula": "C8H14O2", "method": "ωB97M-V/def2-TZVPD", "symbols": ["O", "C", "C", "C", "C", "C", "C", "C", "C", "H", "H", "H", "H", "H", "H", "H", "H", "H", "H", "H", "H", "O", "H", "H"], "xyz": [[-2.4951, -3.6886, -1.1817], [-3.5482, -3.3047, -0.6066], [-4.8674, -3.0557, -1.2424], [-5.7254, -2.7798, -2.4606], [-6.7487, -1.7022, -2.1975], [-6.4780, -0.2773, -2.5989], [-7.5793, -1.0555, -3.2660], [-6.1872, -3.9536, -3.2887], [-5.1881, -2.9788, -3.8479], [-3.3964, -2.6352, 0.2654], [-5.3535, -2.4963, -0.4153], [-4.7465, -4.2966, -1.2569], [-7.2656, -1.8265, -1.2414], [-5.5728, -0.0990, -3.1835], [-6.7466, 0.5170, -1.9008], [-8.6111, -0.8107, -3.0126], [-7.4373, -1.3642, -4.3024], [-5.8293, -4.9499, -3.0251], [-7.2019, -3.9246, -3.6886], [-5.5028, -2.3011, -4.6423], [-4.1673, -3.3435, -3.9647], [-2.3248, -1.4567, -2.6297], [-1.9890, -1.7374, -3.4854], [-1.7928, -2.3158, -2.0835]], "charge": 0, "homo_energy_ha": -0.3406, "orbital_gap_ev": 9.60}


How do the energies compare? Relative to the most stable structure, in kcal/mol: P 0.0; Q 45.9.


## P
{"formula": "C3H7N3O", "method": "ωB97M-V/def2-TZVPD", "symbols": ["C", "C", "C", "N", "N", "N", "O", "H", "H", "H", "H", "H", "H", "H"], "xyz": [[-1.2385, -0.6418, 1.3473], [0.0302, 0.0441, -0.8096], [-0.0303, 0.7761, 0.3597], [0.9963, 0.0666, -1.7997], [1.0481, 1.4019, 0.8169], [-0.8737, -0.9614, -0.7339], [-0.7447, -1.9992, -1.3973], [1.2190, 0.9720, -2.1865], [0.8368, -0.6470, -2.5034], [0.9992, 1.9621, 1.6519], [1.9713, 1.2662, 0.4124], [-0.7624, -0.2786, 2.2565], [-2.2308, -0.2311, 1.2274], [-1.2203, -1.7299, 1.3584]], "charge": 0, "homo_energy_ha": [-0.2959, -0.2959], "orbital_gap_ev": [8.39, 8.39]}


## Q
{"formula": "C3H7N3O", "method": "ωB97M-V/def2-TZVPD", "symbols": ["H", "N", "C", "N", "C", "O", "N", "C", "H", "H", "H", "H", "H", "H"], "xyz": [[2.5190, 2.2490, -2.3371], [1.8918, 2.2654, -1.5361], [1.5104, 1.0822, -1.2890], [0.6505, 0.8319, -0.2366], [0.1919, -0.4431, 0.0662], [0.5066, -1.4265, -0.5587], [-0.6785, -0.4503, 1.1290], [-1.7733, -1.3875, 1.1491], [1.7759, 0.1725, -1.8310], [0.3117, 1.6228, 0.2872], [-0.7820, 0.3551, 1.7230], [-1.5853, -2.1619, 0.4053], [-2.7084, -0.8730, 0.8879], [-1.8302, -1.8367, 2.1407]], "charge": 0, "homo_energy_ha": -0.3535, "orbital_gap_ev": 10.40}


## R
{"formula": "C3H7N3O", "method": "ωB97M-V/def2-TZVPD", "symbols": ["C", "C", "N", "N", "C", "O", "N", "H", "H", "H", "H", "H", "H", "H"], "xyz": [[0.8665, 0.2231, 0.1204], [0.1924, -0.8695, -0.4851], [-1.5830, 1.0342, 0.7212], [0.3511, -2.1777, -0.1091], [1.5808, 1.3043, -0.0437], [-0.6857, 0.0211, 1.1417], [-0.2280, -0.5586, -1.7005], [-1.6500, 1.6746, 1.5089], [-2.4863, 0.5730, 0.6323], [-0.1132, -2.8166, -0.7418], [0.5426, -2.3322, 0.8707], [-0.5601, 0.4084, -1.7162], [1.7235, 1.9784, 0.7950], [2.0492, 1.5376, -0.9938]], "charge": 0, "homo_energy_ha": -0.2973, "orbital_gap_ev": 8.24}


## S
{"formula": "C3H7N3O", "method": "ωB97M-V/def2-TZVPD", "symbols": ["C", "C", "C", "N", "N", "N", "O", "H", "H", "H", "H", "H", "H", "H"], "xyz": [[0.5900, -2.3296, -0.0093], [-1.4898, -0.4029, -0.5415], [0.4738, 1.7091, 0.5705], [2.0117, 0.1987, -0.1157], [-0.0180, -0.4149, -0.6482], [0.8074, 0.4021, -0.0507], [-0.3832, -2.8391, 0.3697], [-1.6836, -1.1209, -1.3443], [-1.9155, -0.8255, 0.2888], [-1.9086, 0.5111, -0.8147], [-0.0406, 1.3315, 1.6093], [1.4262, 2.0593, 0.8595], [-0.1608, 2.4847, 0.0598], [2.2910, -0.7637, -0.2333]], "charge": 0, "homo_energy_ha": [-0.3169, -0.3169], "orbital_gap_ev": [9.33, 9.33]}


How do the energies compare? Relative to the most stable structure, in kcal/mol: P 138.0; Q 0.0; R 142.4; S 120.0.


## P
{"formula": "C3H7N3O", "method": "ωB97M-V/def2-TZVPD", "symbols": ["C", "N", "C", "O", "N", "C", "N", "H", "H", "H", "H", "H", "H", "H"], "xyz": [[-1.6237, 1.9776, -0.4929], [-0.8682, 0.7832, -1.1881], [0.3465, 0.3102, -0.5229], [1.3981, 0.8759, -0.6900], [0.1420, -0.7702, 0.2895], [1.1868, -1.3834, 0.9842], [0.9643, -2.4586, 1.6117], [-0.8170, 2.7253, -0.4301], [-1.7621, 1.5964, 0.5337], [-0.5903, 1.1305, -2.1049], [-1.5530, 0.0425, -1.3347], [-0.7676, -1.2013, 0.3912], [2.1286, -0.8398, 0.8926], [1.8156, -2.7884, 2.0608]], "charge": 0, "homo_energy_ha": -0.2662, "orbital_gap_ev": 7.60}


## Q
{"formula": "C3H7N3O", "method": "ωB97M-V/def2-TZVPD", "symbols": ["C", "N", "N", "N", "C", "C", "O", "H", "H", "H", "H", "H", "H", "H"], "xyz": [[-2.2495, -1.3796, 0.1244], [-1.6293, -0.6231, -0.6789], [0.0390, -0.3516, -0.3086], [1.1304, -1.1450, 0.0309], [0.0115, 0.9812, -0.0548], [1.2845, 1.7476, 0.1726], [-1.1061, 1.5360, -0.1184], [-3.1852, -1.8233, -0.2423], [-1.8774, -1.6852, 1.1080], [1.8973, -0.9691, -0.6142], [0.9040, -2.1264, -0.1071], [1.7382, 1.9916, -0.7905], [1.9824, 1.1691, 0.7798], [1.0602, 2.6778, 0.6990]], "charge": 0, "homo_energy_ha": -0.3085, "orbital_gap_ev": 8.99}


How do the energies compare? Relative to the most stable structure, in kcal/mol: P 0.0; Q 29.3.